Below is C4H14N4 as an isolated structure, with properties calculated with wB97M-V/def2-TZVPD.

Results
M: 118.18 Da
Charge: 0
Frontier orbital gap: 8.75 eV
Total energy: -379.74142 Ha
Maximum force: 6.2 eV Å⁻¹

```
22
Properties=species:S:1:pos:R:3:forces:R:3
C -1.3976 -0.1031 0.2302 2.539 -1.024 1.348
C 1.2019 0.4382 -0.0143 4.363 -0.772 1.914
C 0.4120 -0.4337 0.7922 -6.040 0.507 -1.338
C 1.4620 0.1149 -1.4644 0.271 0.071 0.195
N -1.6515 1.2908 0.4705 0.122 0.273 0.090
N -2.0962 -0.9486 1.1426 -0.430 -0.419 0.094
N -1.7645 -0.5264 -1.0925 -0.085 -0.067 -0.073
N 2.6733 -0.0383 1.0727 -1.660 1.572 -1.996
H 1.0694 1.5004 0.1881 0.108 -0.095 0.085
H -2.6461 1.5003 0.3932 0.176 -0.107 -0.118
H -1.1430 1.8892 -0.1680 -0.036 0.070 -0.042
H -3.0756 -1.0561 0.8924 0.040 0.173 0.049
H -2.0083 -0.6186 2.0941 -0.021 0.000 -0.050
H -1.6106 -1.5193 -1.2198 0.113 0.079 -0.044
H -1.3101 0.0019 -1.8239 -0.013 -0.105 0.078
H 3.2527 0.7991 1.0378 0.288 -0.147 -0.042
H 3.1619 -0.7616 0.5470 0.030 0.159 -0.196
H 0.3315 -0.1513 1.8348 0.223 -0.143 -0.058
H 0.5239 -1.4970 0.6085 0.144 -0.004 0.098
H 0.6800 0.5169 -2.1130 -0.012 -0.049 0.035
H 2.4009 0.5644 -1.7907 -0.031 0.027 0.000
H 1.5341 -0.9623 -1.6173 -0.089 -0.001 -0.027
```
Forces are in eV/Å.

Population analysis type Mulliken, resulting atomic charges in e: C 0.201; C 0.150; C -0.588; C -1.274; N -0.550; N -0.604; N -0.535; N -0.710; H 0.337; H 0.244; H 0.222; H 0.258; H 0.255; H 0.236; H 0.222; H 0.225; H 0.227; H 0.472; H 0.255; H 0.294; H 0.411; H 0.252